ORCA calculation (the ωB97M-V functional and the def2-TZVPD basis) on a structure of composition C29H48Cl18F3N2O4 at a distorted geometry.

```
104
Properties=species:S:1:pos:R:3:forces:R:3:mulliken_charge:R:1
C 6.533662 0.844554 2.141660 -0.31 1.34 0.43 -0.333
O 5.452439 -0.140966 1.902845 2.07 -0.46 -0.31 -0.339
C 6.034768 -1.396926 1.331919 0.55 0.44 -1.01 -0.312
C 5.413955 -1.699044 -0.156501 1.01 0.19 -0.51 0.453
C 4.771444 -3.194567 -0.348698 0.98 0.42 0.58 -0.967
C 3.217156 -3.351796 0.163446 0.84 -1.51 -0.40 -0.015
C 2.319331 -3.767396 -1.142203 -1.44 -0.49 0.48 -0.715
C 0.906540 -2.916173 -1.298488 -0.10 -1.30 -0.46 -0.511
C 0.958820 -1.722454 -2.418317 -0.96 -1.00 0.11 -0.761
C 1.642149 -0.318692 -1.920476 0.45 -0.98 -1.70 1.127
C 3.000419 -0.126402 -2.880798 0.99 0.03 0.23 0.191
F 3.853980 -1.336863 -2.892302 -2.84 4.23 -0.03 -0.131
F 3.770722 0.992985 -2.284133 -2.10 -3.45 -2.65 -0.258
F 2.601861 0.146534 -4.312715 1.59 -0.65 4.77 -0.301
C 0.646671 0.916053 -2.328523 1.42 1.11 -2.86 -1.115
N -0.104342 1.552697 -1.182657 0.63 -0.01 0.62 0.108
C -0.352512 0.448629 -0.158727 -1.14 -1.91 1.13 0.021
O -1.341092 0.851498 0.896605 -0.54 -1.66 -2.03 -0.471
C -2.707658 0.464835 0.498782 -3.60 0.47 -4.81 0.674
O -3.111082 0.746597 -0.771329 3.19 -1.44 7.13 -0.561
C -3.822020 -0.275774 1.458489 -1.94 -1.25 2.21 0.070
C -3.598947 -0.711829 3.029352 -3.22 -0.73 -1.09 -0.271
C -4.828274 -1.427336 3.893967 -1.16 1.02 -4.09 -0.517
C -6.313037 -1.703067 3.182465 2.86 1.58 -2.40 0.174
C -6.561998 -1.307418 1.608260 6.39 0.61 1.60 -0.358
C -5.322013 -0.601226 0.801230 0.53 -0.68 2.60 0.137
C 1.112277 0.038718 0.445493 0.39 0.24 2.75 -0.473
N 1.705264 1.119473 1.353733 -0.03 -1.56 -1.19 -0.686
O 2.137125 -0.308273 -0.541359 -2.58 0.62 -2.11 -0.200
H 7.335116 0.444671 2.901230 -1.43 0.60 -1.63 0.279
H 6.045795 1.796562 2.646546 0.78 -2.08 -0.96 0.244
H 7.026606 1.234103 1.138483 -1.16 -1.12 2.39 -0.027
H 5.839454 -2.324037 2.018685 0.43 1.92 -0.99 0.243
H 7.193375 -1.151728 1.188886 -2.48 -1.08 0.48 0.167
H 4.701401 -0.809854 -0.432222 1.13 -1.89 0.62 -0.282
H 6.324879 -1.629877 -0.924619 -1.97 -0.10 1.62 0.039
H 4.933522 -3.489383 -1.484529 -0.70 0.54 2.38 0.248
H 5.455850 -3.947595 0.268482 -1.40 1.62 -1.30 0.407
H 3.213069 -4.286523 0.906180 -0.16 2.11 -1.60 0.472
H 2.808720 -2.449967 0.787097 0.88 -1.48 -1.51 -0.135
H 2.877907 -3.727350 -2.169288 -0.83 0.07 2.12 0.250
H 1.989301 -4.904044 -0.983680 0.75 2.50 -0.46 0.389
H 0.112634 -3.711121 -1.703150 1.59 1.93 0.79 0.424
H 0.519638 -2.596449 -0.240842 0.74 -0.36 -2.03 0.112
H 1.486102 -2.185107 -3.378900 -0.97 1.27 2.10 0.332
H -0.163587 -1.508485 -2.744888 2.37 -0.33 0.67 0.316
H -0.118588 0.633597 -3.190439 1.67 0.29 2.14 0.291
H 1.326977 1.777652 -2.797278 -1.54 -1.81 1.06 0.332
H 0.525972 2.293805 -0.769378 -0.93 -0.95 -0.11 0.490
H -0.967758 2.044152 -1.501800 0.32 -0.77 0.34 0.453
H -0.835111 -0.525156 -0.652821 1.28 2.46 0.44 0.369
H -2.572542 -0.515551 3.576962 -2.36 -0.43 -1.31 0.301
H -4.733445 -1.758197 5.020562 0.10 0.89 -2.63 0.278
H -7.229777 -2.183592 3.768586 2.37 1.13 -1.22 -0.055
H -7.574696 -1.471925 1.012536 3.98 -0.89 0.83 0.377
H -5.467212 -0.290380 -0.326333 0.29 -0.75 2.60 -0.087
H 0.950807 -0.905824 1.144341 0.10 2.00 -1.57 0.441
H 2.246639 1.821399 0.800393 -0.51 -0.93 0.46 0.330
H 2.421020 0.637108 1.958216 -0.94 0.72 -0.83 0.342
C -10.572329 -0.178771 1.609769 -0.75 0.13 -0.18 -0.048
Cl -8.848823 -0.571280 1.590994 -3.40 1.56 0.67 -0.121
Cl -10.980819 0.825096 3.006376 -0.05 -0.02 -0.01 -0.162
H -10.823490 0.364499 0.695543 0.13 -0.07 0.38 -0.073
H -11.148022 -1.106281 1.657764 0.22 0.20 0.09 0.319
C 6.207929 -1.261138 -5.062810 -0.39 -0.10 -0.04 0.783
Cl 7.149850 0.204990 -5.359700 -0.04 0.10 -0.05 -0.158
Cl 7.205905 -2.519564 -4.324209 -0.15 -0.01 0.03 -0.149
H 5.380761 -1.022437 -4.389870 0.47 -0.06 -0.20 -0.829
H 5.815447 -1.630527 -6.013341 0.25 0.10 0.20 0.349
C 8.330766 3.690452 -3.840712 -0.24 0.05 -0.32 -0.008
Cl 9.944997 3.322931 -4.460452 -0.11 -0.01 -0.06 -0.159
Cl 8.349019 3.863142 -2.081459 -0.14 0.14 0.00 -0.138
H 7.982954 4.625582 -4.286347 0.20 -0.20 0.18 0.305
H 7.652156 2.877913 -4.111394 0.25 0.12 0.17 -0.014
C -8.050136 -4.005319 6.416225 0.07 0.02 0.40 -0.287
Cl -9.107021 -3.340843 5.164684 -0.12 0.09 0.05 -0.145
Cl -6.965193 -5.230578 5.747823 0.04 0.04 0.09 -0.142
H -7.452777 -3.196385 6.843801 -0.14 -0.20 -0.21 0.252
H -8.664982 -4.461720 7.195752 0.11 0.07 -0.32 0.325
C 9.793875 -0.345873 -0.837429 0.47 0.04 -0.11 -0.378
Cl 8.459952 0.781855 -0.565820 0.38 -0.10 -0.41 -0.087
Cl 9.216868 -2.016450 -0.874280 0.12 -0.04 -0.01 -0.135
H 10.268228 -0.112194 -1.793679 -0.25 -0.08 0.20 0.309
H 10.520969 -0.238385 -0.028862 -0.30 -0.05 -0.14 0.300
C 10.239264 6.871089 -0.055197 -0.01 -0.08 -0.36 0.172
Cl 11.471902 6.140188 0.979828 0.02 -0.05 -0.10 -0.148
Cl 9.178017 7.936180 0.874566 -0.07 0.02 -0.09 -0.154
H 10.731512 7.454010 -0.837455 -0.08 -0.09 0.31 0.259
H 9.639197 6.078201 -0.508241 0.15 0.19 0.22 -0.115
C -12.014583 3.161367 5.762181 -0.17 -0.11 -0.27 0.305
Cl -12.344225 2.564879 7.393262 -0.07 -0.07 -0.07 -0.152
Cl -10.788936 4.435074 5.786394 -0.01 -0.01 -0.13 -0.150
H -11.655011 2.333354 5.146442 -0.02 0.25 0.29 -0.237
H -12.937354 3.563644 5.337133 0.26 -0.03 0.21 0.277
C -5.795458 1.772242 -2.684431 0.31 0.22 0.00 0.095
Cl -7.129381 2.899969 -2.412822 0.09 0.04 -0.01 -0.158
Cl -6.372465 0.101665 -2.721282 0.14 -0.06 -0.10 -0.175
H -5.321104 2.005921 -3.640682 -0.26 -0.11 0.19 0.334
H -5.068364 1.879730 -1.875864 -0.27 -0.12 -0.12 -0.083
C -11.050069 0.646455 -2.615944 -0.11 -0.03 -0.46 -0.336
Cl -9.817431 -0.084446 -1.580918 0.08 -0.07 -0.30 -0.060
Cl -12.111316 1.711546 -1.686181 -0.01 -0.01 -0.06 -0.160
H -10.557821 1.229376 -3.398202 -0.06 -0.09 0.32 0.274
H -11.650136 -0.146433 -3.068988 0.14 0.18 0.24 0.305
```
Forces are in eV/Å.

Values from the calculation:
Gap between HOMO and LUMO (eV): 7.36
Net charge: +1
F_max (eV/Å): 7.9
Electronic energy (Ha): -10126.41269
HOMO (eV): -10.99